1.
{
  "formula": "C32H61BrFN5O",
  "method": "the ωB97M-V functional and the def2-TZVPD basis",
  "symbols": ["C", "C", "Br", "C", "C", "C", "C", "N", "C", "C", "C", "C", "C", "F", "N", "C", "C", "C", "O", "H", "H", "H", "H", "H", "H", "H", "H", "H", "H", "H", "H", "H", "H", "H", "H", "C", "C", "N", "C", "C", "C", "C", "H", "H", "H", "H", "H", "H", "H", "H", "H", "H", "H", "H", "H", "H", "H", "C", "C", "N", "C", "C", "C", "C", "H", "H", "H", "H", "H", "H", "H", "H", "H", "H", "H", "H", "H", "H", "H", "C", "C", "N", "C", "C", "C", "C", "H", "H", "H", "H", "H", "H", "H", "H", "H", "H", "H", "H", "H", "H", "H"],
  "positions_angstrom": [[2.213070, -0.444996, 2.426302], [2.563897, -1.895015, 2.120505], [3.499278, -2.612842, 3.708245], [1.375513, -2.825920, 1.784913], [0.033544, -2.149299, 1.792249], [-0.802189, -2.238555, 2.884578], [-2.061367, -1.595013, 2.914292], [-2.847674, -1.709398, 4.017049], [-3.980276, -1.070074, 3.954978], [-4.395970, -0.308475, 2.839826], [-5.719372, 0.404183, 2.849402], [-5.587480, 1.934109, 2.764371], [-4.347548, 2.491040, 3.419123], [-4.438571, 3.885245, 3.382774], [-3.659108, -0.197993, 1.767226], [-2.462717, -0.847161, 1.792795], [-1.606845, -0.759574, 0.675261], [-0.386366, -1.394659, 0.672339], [0.494395, -1.308330, -0.359572], [1.531924, -0.028184, 1.693357], [1.821306, -0.350426, 3.431505], [3.126620, 0.141959, 2.384283], [3.314214, -1.913416, 1.343109], [1.566444, -3.282188, 0.818047], [1.328838, -3.633072, 2.501692], [-0.502374, -2.815872, 3.744946], [-4.640693, -1.134979, 4.807525], [-6.248781, 0.035077, 1.974898], [-6.300603, 0.108588, 3.716264], [-6.437927, 2.369467, 3.281543], [-5.604409, 2.279036, 1.737870], [-3.443708, 2.237472, 2.881054], [-4.265531, 2.212369, 4.466975], [-1.926758, -0.169602, -0.170855], [0.049186, -0.916250, -1.116459], [-10.488780, -0.164589, -3.300850], [-9.904654, 0.723594, -2.212891], [-9.316402, -0.018698, -1.113479], [-8.989805, 0.814295, 0.029830], [-7.906742, 1.888686, -0.137087], [-8.316636, -1.006395, -1.481781], [-7.070644, -0.526346, -2.241079], [-11.240497, -0.840133, -2.890988], [-10.965225, 0.455460, -4.061054], [-9.725237, -0.759975, -3.802171], [-10.714232, 1.332217, -1.801449], [-9.194779, 1.426872, -2.677266], [-8.712538, 0.158294, 0.860537], [-9.913399, 1.308538, 0.347062], [-6.905228, 1.459425, -0.144640], [-7.950255, 2.582062, 0.705782], [-8.039538, 2.474206, -1.046633], [-8.808187, -1.774582, -2.082701], [-8.004321, -1.524299, -0.571205], [-7.318074, 0.192125, -3.023543], [-6.583868, -1.377022, -2.722521], [-6.334946, -0.071445, -1.579430], [6.126295, 0.018997, 3.012369], [6.770797, 1.396396, 3.014217], [8.032561, 1.446874, 2.299177], [8.760783, 2.686400, 2.507328], [8.144036, 3.991953, 1.986657], [8.000282, 0.949259, 0.935112], [7.035921, 1.618373, -0.056059], [6.794954, -0.729236, 3.438938], [5.216320, 0.037879, 3.611384], [5.845243, -0.303069, 2.007846], [6.967412, 1.678015, 4.052056], [6.038782, 2.125942, 2.630088], [9.759703, 2.571663, 2.077733], [8.917782, 2.790761, 3.585412], [8.243385, 4.090004, 0.906723], [8.663563, 4.842419, 2.433074], [7.089230, 4.081943, 2.246402], [7.764822, -0.116764, 0.971999], [9.016290, 0.995521, 0.535362], [6.058379, 1.810550, 0.388584], [6.879400, 0.963280, -0.915987], [7.426965, 2.559073, -0.439755], [5.270060, -2.011307, -6.063147], [5.047087, -2.025793, -4.558486], [4.578413, -0.757931, -4.030190], [4.607417, -0.695409, -2.579251], [3.682791, -1.635084, -1.793489], [3.390996, -0.211720, -4.662323], [2.108331, -1.057149, -4.643355], [5.977113, -1.230318, -6.345101], [5.677743, -2.971662, -6.380651], [4.343660, -1.855393, -6.616689], [6.002653, -2.248322, -4.076514], [4.374319, -2.862779, -4.311297], [4.402710, 0.335610, -2.277466], [5.638366, -0.889668, -2.266784], [2.649191, -1.300879, -1.807816], [3.992424, -1.655024, -0.745618], [3.722011, -2.659794, -2.163915], [3.635308, 0.012503, -5.702870], [3.186317, 0.761517, -4.209284], [2.304203, -2.107459, -4.861440], [1.414452, -0.690721, -5.402811], [1.593559, -0.998992, -3.685017]],
  "forces_ev_per_a": [[0.6, -0.1, 0.0], [-0.3, 0.2, 0.3], [0.1, 0.0, -0.1], [0.0, 0.1, 0.0], [-0.2, -0.2, 0.6], [0.3, 0.1, -0.6], [0.4, -0.2, 0.1], [0.0, 0.1, -0.2], [0.0, -0.2, 0.3], [-0.2, 0.1, -0.2], [0.3, 0.0, -0.3], [-0.1, -0.2, 0.3], [-0.2, 0.4, 0.0], [0.0, 0.1, 0.1], [0.2, -0.1, 0.0], [0.0, 0.1, -0.2], [0.4, -0.2, -0.2], [-0.7, 0.3, 0.3], [0.0, -0.1, -0.1], [-0.2, 0.0, -0.1], [-0.4, 0.1, 0.1], [0.1, 0.1, 0.1], [0.1, -0.2, -0.1], [0.0, 0.0, -0.2], [0.1, -0.2, 0.2], [0.0, -0.1, 0.2], [-0.1, 0.0, 0.2], [-0.3, 0.1, -0.1], [0.0, 0.0, 0.2], [-0.2, 0.2, -0.1], [0.0, 0.0, -0.2], [0.2, -0.2, 0.0], [0.1, -0.2, 0.1], [-0.1, 0.1, -0.1], [0.0, 0.1, -0.1], [0.0, 0.0, 0.0], [0.0, 0.0, -0.1], [0.0, 0.0, 0.1], [-0.1, 0.1, 0.1], [0.0, 0.0, 0.1], [0.1, -0.2, -0.1], [0.1, -0.1, 0.1], [0.0, 0.0, 0.0], [0.0, 0.0, 0.0], [0.0, 0.0, 0.0], [0.1, 0.0, 0.1], [0.0, 0.0, 0.0], [0.0, -0.1, 0.0], [0.0, 0.0, -0.1], [0.0, 0.0, -0.1], [0.0, 0.0, 0.0], [0.0, 0.0, 0.0], [0.0, 0.1, 0.0], [0.0, 0.1, 0.1], [0.0, 0.0, 0.0], [0.0, 0.0, 0.0], [0.0, 0.1, 0.0], [0.0, 0.0, 0.0], [-0.1, 0.0, -0.1], [0.1, 0.0, 0.0], [0.1, 0.1, 0.1], [0.1, 0.0, 0.0], [0.0, -0.1, -0.1], [0.1, 0.0, -0.1], [0.0, 0.0, 0.0], [0.0, 0.0, 0.0], [0.0, 0.0, 0.0], [0.1, 0.1, 0.0], [0.0, 0.0, 0.0], [0.0, -0.1, -0.1], [-0.1, 0.0, 0.0], [-0.1, 0.0, 0.0], [0.0, 0.0, 0.0], [0.0, 0.0, 0.0], [0.0, 0.0, 0.1], [0.0, 0.1, 0.1], [0.0, 0.0, 0.0], [0.0, 0.0, 0.0], [0.0, 0.1, 0.1], [0.0, 0.0, 0.0], [0.0, -0.1, -0.1], [0.0, 0.1, 0.1], [0.1, 0.0, 0.1], [0.1, 0.1, 0.1], [-0.1, 0.1, -0.2], [-0.1, 0.1, 0.0], [0.0, 0.0, 0.0], [0.0, 0.0, 0.0], [0.0, 0.0, 0.0], [0.0, 0.0, 0.1], [0.0, 0.0, 0.0], [0.0, 0.0, -0.1], [0.0, -0.1, -0.1], [-0.1, 0.0, 0.0], [0.0, 0.0, 0.0], [0.0, 0.0, 0.0], [0.0, -0.1, 0.0], [0.0, 0.0, 0.1], [0.0, 0.0, 0.0], [0.0, 0.0, 0.0], [0.0, -0.1, 0.0]],
  "smiles": "C[C@@H](Br)Cc1cc2ncc(CCCF)nc2cc1O.CCN(CC)CC.CCN(CC)CC.CCN(CC)CC",
  "gap_ha": 0.2842,
  "energy_ha": -4278.7656
}

2.
{
  "formula": "C32H62BeBrCaCl5F6N2O13PSSi2",
  "method": "the ωB97M-V functional and the def2-TZVPD basis",
  "symbols": ["C", "C", "C", "C", "C", "C", "C", "C", "C", "C", "C", "C", "Si", "C", "S", "O", "O", "O", "Si", "H", "H", "H", "H", "H", "H", "H", "H", "H", "H", "H", "H", "H", "H", "H", "H", "H", "H", "H", "H", "H", "H", "H", "H", "H", "H", "H", "H", "H", "H", "H", "H", "Ca", "Br", "C", "C", "O", "N", "C", "H", "H", "H", "H", "H", "H", "H", "C", "C", "O", "C", "O", "O", "H", "H", "H", "H", "C", "C", "C", "O", "C", "C", "C", "O", "O", "O", "H", "H", "H", "H", "C", "Cl", "Cl", "Cl", "Cl", "C", "O", "C", "C", "N", "C", "C", "O", "C", "H", "H", "H", "H", "H", "H", "H", "H", "H", "H", "H", "H", "H", "H", "H", "Cl", "F", "P", "F", "F", "F", "F", "F", "Be"],
  "positions_angstrom": [[12.729537, -0.350559, -3.892145], [12.121053, -1.246902, -2.820131], [10.681490, -1.616540, -3.133525], [10.297805, -2.938780, -2.426914], [8.741142, -3.117075, -2.170040], [8.264025, -4.610155, -2.412512], [7.095412, -5.135462, -1.611948], [6.000819, -4.105198, -1.369765], [5.003480, -4.022626, -2.538782], [3.550179, -3.754161, -2.145986], [3.108539, -2.288206, -2.230742], [3.300260, -1.581243, -0.867925], [3.282482, 0.282220, -0.847014], [3.624018, 1.100361, -2.541064], [2.302648, 1.044535, -3.681355], [1.299073, 0.087370, -3.390704], [2.935291, 0.857018, -5.003869], [4.302250, 0.946361, 0.259046], [5.910283, 0.549852, 0.195443], [13.682678, 0.056119, -3.572511], [12.071769, 0.485050, -4.120761], [12.886421, -0.904485, -4.814361], [12.178074, -0.717189, -1.872384], [12.735877, -2.140756, -2.754343], [10.655909, -1.790225, -4.215249], [9.996325, -0.801577, -2.910946], [10.936759, -3.143176, -1.526196], [10.541631, -3.740317, -3.128782], [8.196035, -2.473832, -2.927379], [8.445405, -2.752298, -1.199319], [9.136341, -5.301430, -2.217837], [8.074806, -4.724747, -3.521003], [6.646211, -5.926864, -2.215683], [7.437111, -5.617146, -0.706447], [6.376670, -3.117116, -1.125747], [5.445848, -4.436132, -0.496284], [4.998476, -4.993553, -3.038137], [5.337830, -3.225888, -3.226769], [2.910023, -4.317662, -2.819974], [3.344270, -4.146700, -1.155645], [2.050865, -2.275249, -2.461979], [3.651789, -1.796296, -3.037640], [2.440368, -1.871774, -0.267436], [4.168449, -1.996089, -0.358614], [1.917908, 0.680975, -0.458636], [3.843431, 2.154486, -2.372820], [4.486992, 0.665455, -3.033194], [1.693556, 2.257542, -3.728359], [6.751914, 1.702383, 0.540877], [6.157506, -0.592784, 1.093041], [6.227927, 0.088391, -1.188225], [7.507423, -4.052201, -5.140148], [10.057244, -4.665251, -0.552880], [-1.270617, 1.323128, 1.701333], [-1.373187, -0.160664, 1.435767], [-1.197706, -0.986955, 2.317462], [-1.660102, -0.557716, 0.169956], [-1.892756, 0.264727, -1.009542], [-1.025463, 1.481638, 2.746335], [-0.482443, 1.760687, 1.086292], [-2.215857, 1.822965, 1.483972], [-1.710351, -1.560012, 0.066999], [-2.890789, 0.049566, -1.392197], [-1.150986, -0.013056, -1.760967], [-1.811520, 1.323693, -0.791277], [-4.846389, -2.631090, 0.119077], [-4.728434, -3.949993, -0.604226], [-5.636083, -3.779267, -1.707661], [-5.783237, -2.461974, -1.931722], [-6.335592, -1.976325, -2.862294], [-5.178821, -1.731642, -0.945248], [-3.894119, -2.368158, 0.573826], [-5.639596, -2.593982, 0.870150], [-3.714011, -4.091145, -0.975256], [-5.010552, -4.808950, -0.003608], [-8.385181, 2.955162, 1.805706], [-7.186798, 3.154888, 1.243973], [-6.291354, 2.010459, 0.839648], [-5.225114, 2.297188, 0.323721], [-6.744916, 0.660766, 1.093991], [-7.943256, 0.457269, 1.661462], [-8.848712, 1.599758, 2.043639], [-9.926326, 1.331584, 2.539438], [-8.421942, -0.745183, 1.926541], [-6.684503, 4.357094, 0.994908], [-9.035187, 3.768255, 2.098401], [-6.092549, -0.152897, 0.810703], [-9.302434, -0.612499, 2.326125], [-5.813696, 4.194382, 0.580642], [11.733511, -8.574075, -1.491554], [10.460416, -9.175164, -0.435364], [12.853198, -7.579529, -0.573328], [12.590995, -9.925423, -2.225518], [11.000212, -7.587439, -2.777451], [-8.734451, 4.653205, 5.790832], [-9.401194, 5.297486, 4.715924], [-10.727089, 5.712761, 5.016451], [-10.798058, 7.222156, 5.043412], [-10.065982, 7.765107, 6.176803], [-9.867715, 9.186560, 6.169356], [-9.012983, 9.765280, 5.031236], [-7.631154, 9.389044, 5.015994], [-7.371092, 8.085491, 4.454042], [-7.805850, 4.244095, 5.398098], [-8.493335, 5.348977, 6.604344], [-9.333246, 3.833659, 6.192481], [-11.081386, 5.273212, 5.951301], [-11.377009, 5.354535, 4.215175], [-11.840639, 7.543879, 5.097618], [-10.377418, 7.586421, 4.091383], [-9.165061, 7.304784, 6.235257], [-9.377657, 9.457166, 7.108580], [-10.834924, 9.692104, 6.152712], [-9.015653, 10.849324, 5.139147], [-9.442335, 9.529118, 4.054935], [-8.130339, 7.845404, 3.711972], [-7.347431, 7.316655, 5.226904], [-6.389792, 8.132065, 3.990504], [-6.945102, 10.266309, 6.871357], [-2.316970, -4.587576, -3.706199], [-1.770602, -6.023295, -3.073214], [-0.821568, -7.375499, -3.233374], [-2.775831, -7.038626, -2.228516], [-0.259219, -5.310017, -3.144322], [-2.526143, -6.595649, -4.422834], [-1.890202, -5.210154, -1.618847], [2.100056, 2.025447, -6.239647]],
  "forces_ev_per_a": [[-0.1, 0.0, 0.1], [0.2, 0.6, -0.3], [0.1, -0.8, -0.1], [-0.5, 1.4, -1.1], [0.9, -0.8, -1.4], [1.4, 0.6, 1.0], [-0.6, 0.3, -0.9], [-0.6, -0.5, 0.1], [0.2, -0.1, 0.6], [-0.4, 0.3, -0.8], [0.1, -0.3, 0.9], [0.1, 0.0, -0.6], [-1.4, -0.2, 0.6], [0.0, 0.3, 0.4], [0.1, -0.7, -0.2], [-0.6, -0.5, 0.8], [-0.1, 1.1, -1.1], [0.5, -0.1, -0.6], [0.2, -0.2, 0.4], [0.2, 0.0, 0.0], [-0.1, 0.2, 0.0], [0.0, -0.1, -0.2], [0.0, -0.2, 0.3], [0.0, -0.2, 0.2], [-0.3, 0.2, -0.2], [0.0, 0.2, 0.1], [-0.8, 1.2, -1.5], [0.4, -0.2, 0.0], [0.0, 0.1, -0.1], [-0.2, 0.1, 0.1], [-0.8, 0.5, -1.0], [0.1, -0.7, 0.4], [-0.1, -0.3, 0.2], [0.4, 0.2, 0.2], [0.2, 0.1, 0.1], [-0.2, 0.0, 0.1], [0.2, -0.1, -0.3], [0.0, 0.0, -0.4], [-0.1, -0.1, -0.1], [0.1, -0.1, 0.2], [-0.1, 0.2, -0.3], [0.0, 0.1, -0.2], [0.0, 0.0, 0.3], [0.3, 0.1, 0.1], [0.0, 0.3, -0.1], [0.0, 0.2, 0.0], [0.1, -0.1, -0.2], [0.4, 0.3, 0.2], [0.0, 0.1, 0.0], [0.1, 0.0, 0.0], [0.0, 0.1, 0.0], [-0.5, 0.8, -0.2], [0.9, -3.0, 4.6], [0.0, 0.1, 0.0], [0.0, -0.2, 0.0], [0.0, 0.1, 0.1], [0.0, 0.4, 0.2], [0.0, -0.7, 0.0], [0.0, -0.1, 0.0], [-0.1, 0.1, 0.0], [0.0, 0.0, -0.1], [0.0, 0.0, -0.1], [0.0, 0.2, -0.1], [-0.1, 0.2, -0.2], [0.0, 0.0, 0.1], [0.2, -0.1, 0.2], [0.1, -0.1, 0.0], [0.0, 0.2, 0.2], [0.3, -0.1, -0.1], [-0.2, 0.1, 0.0], [0.0, 0.0, 0.1], [-0.1, 0.3, 0.0], [0.0, -0.1, 0.0], [-0.1, -0.2, -0.2], [-0.2, -0.1, -0.1], [-0.1, 0.1, 0.1], [-0.2, 0.0, 0.1], [0.0, -0.3, 0.0], [0.0, 0.2, 0.1], [0.2, 0.0, 0.0], [0.2, 0.0, -0.1], [0.0, 0.3, 0.0], [0.0, -0.2, 0.1], [-0.1, 0.0, 0.1], [0.1, 0.1, 0.0], [0.0, 0.0, 0.0], [0.0, 0.0, -0.1], [0.0, 0.0, 0.0], [0.0, 0.0, -0.1], [0.0, 0.1, 0.1], [0.0, 0.0, 0.0], [0.0, 0.0, 0.0], [0.0, -0.1, 0.0], [0.0, 0.0, -0.2], [0.0, -0.1, -0.1], [0.1, 0.0, 0.2], [-0.1, -0.1, -0.3], [-0.1, 0.0, 0.2], [0.4, 0.0, -0.4], [0.1, -0.2, 0.3], [-0.7, 0.7, 0.1], [-0.5, 0.9, 0.2], [0.9, -0.6, 0.5], [0.0, 0.0, 0.0], [-0.1, -0.1, 0.0], [0.0, 0.0, 0.0], [0.1, 0.1, 0.1], [0.0, 0.0, 0.0], [0.0, 0.1, 0.0], [-0.1, 0.0, -0.1], [-0.1, -0.2, 0.2], [0.0, 0.1, 0.0], [0.0, 0.1, -0.1], [0.1, 0.0, 0.0], [0.2, -0.3, 0.0], [-0.1, 0.1, 0.1], [-0.2, 0.0, 0.0], [0.0, 0.1, 0.0], [0.1, -0.9, -0.8], [-0.3, -0.3, 0.5], [-0.3, -0.6, 0.0], [0.0, 0.3, 0.8], [-0.4, 0.6, -0.6], [-0.3, 0.1, -0.7], [0.8, 0.3, 0.0], [0.8, -0.2, 0.2], [0.4, -0.5, 0.3]],
  "charge": 1,
  "de_lowest_ev": 0.785,
  "gap_ha": 0.0304,
  "energy_ha": -9828.5879
}